Entry 1:
The following is a quantum chemistry calculation of a single C3H5N3 molecule at a distorted geometry, from the OMol25 dataset.

Cartesian coordinates (Å):
1 H 2.90 0.23 0.73
2 C -1.71 0.24 0.30
3 N 1.02 -1.54 -1.22
4 C 1.92 0.08 0.31
5 H -2.26 -0.28 -0.49
6 H -1.74 -0.39 1.20
7 C 0.70 0.67 0.61
8 N -0.34 0.38 -0.16
9 N 1.78 -0.93 -0.62
10 H -0.20 0.06 -1.12
11 H -2.18 1.20 0.51

For the lowest unoccupied orbital energy (alpha / beta), the calculation gives 0.086 / 0.084 eV. The max |F| is 1.46 eV/Å. Its HOMO energy (alpha / beta) is -7.9 / -7.9 eV.

Entry 2:
The following is a quantum chemistry calculation of a single C3H5N3 molecule at a distorted geometry, from the OMol25 dataset.

Cartesian coordinates (Å):
1 H 0.72 -0.36 1.70
2 C 0.51 -0.86 0.64
3 N -1.44 -0.88 -0.69
4 N 2.62 0.18 -0.74
5 H 0.23 1.64 0.00
6 N -0.66 1.26 0.28
7 H -2.21 -0.35 -1.27
8 C 1.74 -0.27 -0.04
9 C -0.62 -0.13 -0.11
10 H 0.35 -2.03 0.69
11 H -1.24 1.78 -0.46

For the lowest unoccupied orbital energy, the calculation gives 0.704 eV. The max |F| is 6.65 eV/Å. The structure (SMILES) is [H]/N=C(\N)CC#N. Its HOMO energy is -10.6 eV.

Entry 3:
The following is a quantum chemistry calculation of a single C3H5N3O molecule at a distorted geometry, from the OMol25 dataset.

Cartesian coordinates (Å):
1 C 0.69 0.15 0.14
2 C -1.53 0.01 0.17
3 O -0.40 -1.31 -1.54
4 H 0.54 -1.39 -1.84
5 H -2.59 -0.30 0.10
6 N 0.31 0.95 1.14
7 H 2.60 -0.51 0.41
8 N -1.02 0.85 1.10
9 C -0.41 -0.45 -0.49
10 N 2.03 -0.04 -0.33
11 H -1.50 1.29 1.91
12 H 2.43 0.85 -0.56

For the lowest unoccupied orbital energy, the calculation gives 0.994 eV. The max |F| is 2.82 eV/Å. The structure (SMILES) is Nc1n[nH]cc1O. Its HOMO energy is -8.5 eV.

Entry 4:
The following is a quantum chemistry calculation of a single C3H5N3O molecule, from the OMol25 dataset.

Cartesian coordinates (Å):
1 N -0.28 -0.75 -0.90
2 C 0.79 1.30 0.56
3 H 0.43 2.32 0.78
4 H -0.68 -1.54 -1.41
5 C 1.03 1.07 -0.90
6 H 1.69 1.72 -1.43
7 O -0.14 0.39 1.13
8 N 0.54 0.10 -1.56
9 C -0.61 -0.69 0.44
10 H 1.72 1.19 1.12
11 H -1.49 -1.33 1.92
12 N -1.36 -1.57 0.94

For the lowest unoccupied orbital energy, the calculation gives 0.777 eV. The max |F| is 0.88 eV/Å. The structure (SMILES) is [H]/N=C1/NN=CCO1. Its HOMO energy is -9.0 eV.

Entry 5:
The following is a quantum chemistry calculation of a molecular structure, C3H5N3O at a distorted geometry, from the OMol25 dataset.

Cartesian coordinates (Å):
1 O -2.52 -0.55 0.17
2 N -0.24 -0.86 -0.18
3 C -1.31 0.01 -0.02
4 H 1.60 1.62 -0.12
5 H 2.03 -1.68 -0.39
6 C 0.58 1.15 -0.02
7 H -2.41 -1.68 -0.46
8 H 1.84 -0.63 1.35
9 H -1.47 2.13 -0.18
10 N 2.00 -0.58 0.15
11 N 0.71 -0.17 -0.31
12 C -0.82 1.23 0.01

For the lowest unoccupied orbital energy, the calculation gives 0.322 eV. The max |F| is 11.29 eV/Å. Its HOMO energy is -8.4 eV.

Entry 6:
The following is a quantum chemistry calculation of a single C3H5N3O molecule at a distorted geometry, from the OMol25 dataset.

Cartesian coordinates (Å):
1 H 1.93 0.78 -0.31
2 H 0.75 1.87 -1.79
3 H -1.81 0.44 0.55
4 H -1.79 -0.79 -1.03
5 C 0.04 0.67 -0.76
6 C -0.46 -1.15 0.90
7 H 1.44 -0.87 1.65
8 O -0.84 -1.99 1.70
9 N 1.08 0.68 0.16
10 N -0.07 1.32 -1.83
11 N 0.90 -0.62 0.86
12 C -1.18 -0.34 -0.10

For the lowest unoccupied orbital energy, the calculation gives 0.764 eV. The max |F| is 4.19 eV/Å. The structure (SMILES) is [H]/N=C1/CC(=O)NN1. Its HOMO energy is -9.4 eV.

Entry 7:
The following is a quantum chemistry calculation of a single C3H5N3O molecule at a distorted geometry, from the OMol25 dataset.

Cartesian coordinates (Å):
1 H 2.53 -0.47 -0.51
2 H 0.29 1.27 -1.00
3 H 2.39 0.92 0.43
4 N 2.01 0.01 0.21
5 H -2.26 1.29 0.22
6 H 0.13 -2.01 0.01
7 N -0.16 -1.04 0.06
8 C -0.10 1.22 0.07
9 O -2.48 -1.38 0.14
10 C 0.65 0.05 0.12
11 C -1.52 -0.64 0.11
12 N -1.44 0.72 0.12

For the lowest unoccupied orbital energy, the calculation gives 0.593 eV. The max |F| is 1.67 eV/Å. The structure (SMILES) is Nc1c[nH]c(=O)[nH]1. Its HOMO energy is -8.2 eV.

Entry 8:
The following is a quantum chemistry calculation of 2 unconnected molecules or ions with the total composition C3H5N3O at a distorted geometry, from the OMol25 dataset.

Cartesian coordinates (Å):
1 H 0.72 0.98 -2.62
2 N 1.00 0.60 -1.72
3 H -1.06 -2.34 -0.68
4 N 1.38 2.28 0.09
5 H -1.26 -2.14 1.56
6 C 1.19 1.52 -0.77
7 C -0.79 -1.37 0.93
8 C -0.09 -0.29 1.65
9 H 0.42 -0.19 -1.40
10 N -0.66 -1.46 -0.34
11 O -0.71 0.84 1.48
12 H -0.15 1.56 1.81

For the lowest unoccupied orbital energy, the calculation gives 0.205 eV. The max |F| is 1.13 eV/Å. Its HOMO energy is -9.1 eV.

Entry 9:
The following is a quantum chemistry calculation of a single C3H5N3O molecule at a distorted geometry, from the OMol25 dataset.

Cartesian coordinates (Å):
1 H 1.54 -1.76 -0.88
2 H -0.16 2.70 0.57
3 H 1.00 -1.99 0.79
4 H -2.52 1.48 -0.28
5 N -1.21 -0.22 -0.39
6 C -0.38 1.71 0.25
7 O 1.95 0.76 0.79
8 H -0.03 -2.40 -0.56
9 C -1.46 1.09 -0.20
10 C 0.66 -1.69 -0.20
11 N 0.58 0.74 0.27
12 N 0.03 -0.41 -0.16

For the lowest unoccupied orbital energy (alpha / beta), the calculation gives 0.942 / 0.942 eV. The max |F| is 5.07 eV/Å. The structure (SMILES) is Cn1ncc[n+]1[O-]. Its HOMO energy (alpha / beta) is -8.6 / -8.6 eV.

Entry 10:
The following is a quantum chemistry calculation of a single C3H5N3O molecule at a distorted geometry, from the OMol25 dataset.

Cartesian coordinates (Å):
1 C 0.76 0.79 0.39
2 N 0.15 -0.38 0.45
3 O -0.31 0.65 2.40
4 H 1.09 -1.00 -1.40
5 N -0.54 -0.66 1.50
6 H 1.16 1.05 -0.59
7 N 0.73 2.66 1.89
8 H -0.66 -1.27 -1.21
9 H 0.63 2.90 2.84
10 C 0.33 -1.29 -0.65
11 H 0.36 -2.20 -0.16
12 C 0.46 1.50 1.58

For the lowest unoccupied orbital energy (alpha / beta), the calculation gives 0.401 / 0.400 eV. The max |F| is 4.43 eV/Å. Its HOMO energy (alpha / beta) is -8.2 / -8.2 eV.

Entry 11:
The following is a quantum chemistry calculation of a single C3H5N3O molecule, from the OMol25 dataset.

Cartesian coordinates (Å):
1 N -0.67 0.84 -0.90
2 N 1.26 -0.34 -0.59
3 H 2.13 -0.67 -0.97
4 H 1.30 -1.62 1.04
5 C -0.14 -0.12 1.32
6 N -1.39 -0.31 1.60
7 H -1.15 1.55 -1.44
8 C 0.53 0.68 -1.41
9 H -1.98 -0.63 0.84
10 H -1.84 0.28 2.29
11 C 0.80 -0.77 0.56
12 O 1.17 1.11 -2.36

For the lowest unoccupied orbital energy, the calculation gives 0.129 eV. The max |F| is 0.41 eV/Å. Its HOMO energy is -8.4 eV.

Entry 12:
The following is a quantum chemistry calculation of 2 unconnected molecules or ions with the total composition C3H5N3O at a distorted geometry, from the OMol25 dataset.

Cartesian coordinates (Å):
1 C -0.61 1.33 1.07
2 H -1.01 0.75 -2.88
3 O -0.25 0.33 -2.43
4 H 1.30 -1.97 0.58
5 C 0.32 -1.22 -0.84
6 H 0.33 0.09 2.21
7 H 0.64 -2.02 -1.53
8 N 0.68 -1.19 0.39
9 C -0.74 -0.45 -1.50
10 N -1.10 1.60 0.05
11 H 0.54 1.72 2.62
12 N -0.09 1.01 2.27

For the lowest unoccupied orbital energy, the calculation gives 0.421 eV. The max |F| is 1.07 eV/Å. Its HOMO energy is -8.5 eV.

Entry 13:
The following is a quantum chemistry calculation of a single C3H5N3O molecule at a distorted geometry, from the OMol25 dataset.

Cartesian coordinates (Å):
1 C -1.01 -1.58 -0.17
2 N -0.52 -1.63 -1.36
3 H -0.67 -0.23 2.49
4 C -0.20 -0.48 0.55
5 H -1.27 -2.66 0.29
6 H 0.69 1.65 0.75
7 N 0.00 0.09 1.84
8 C 0.63 1.35 -0.39
9 H -0.09 2.00 -0.89
10 H 1.54 2.02 -0.84
11 O 0.23 -0.55 -1.74
12 N 0.67 0.03 -0.52

For the lowest unoccupied orbital energy, the calculation gives -0.267 eV. The max |F| is 10.27 eV/Å. The structure (SMILES) is [H]/N=c1\cnon1C. Its HOMO energy is -9.2 eV.

Entry 14:
The following is a quantum chemistry calculation of a single C3H5N3O molecule at a distorted geometry, from the OMol25 dataset.

Cartesian coordinates (Å):
1 C -0.22 -2.01 1.35
2 O 0.45 -2.27 2.28
3 N -0.21 -0.88 0.75
4 N -0.09 1.38 -0.39
5 C 0.55 2.45 -0.93
6 H -0.59 -2.75 0.72
7 H 0.89 2.66 -2.19
8 N -0.36 0.39 -1.37
9 H 0.18 0.00 1.32
10 C -0.49 -0.55 -0.61
11 H 0.55 3.10 0.16
12 H -0.64 -1.52 -1.09

For the lowest unoccupied orbital energy, the calculation gives 0.370 eV. The max |F| is 10.29 eV/Å. The structure (SMILES) is C=N/N=C\NC=O. Its HOMO energy is -9.9 eV.

Entry 15:
The following is a quantum chemistry calculation of a single C3H5N3O molecule at a distorted geometry, from the OMol25 dataset.

Cartesian coordinates (Å):
1 N 1.47 -0.60 -0.73
2 C 1.18 0.74 1.25
3 N -1.42 -0.53 -1.01
4 H -2.41 -0.34 -0.92
5 H -1.22 -1.53 -1.14
6 C -0.74 -0.05 0.07
7 N 1.74 1.15 2.19
8 H 2.34 -0.08 -0.82
9 H -1.06 1.18 1.68
10 C 0.61 -0.04 0.19
11 H 1.00 -0.75 -1.62
12 O -1.49 0.86 0.86

For the lowest unoccupied orbital energy, the calculation gives 0.605 eV. The max |F| is 3.81 eV/Å. The structure (SMILES) is N#C/C(N)=C(/N)O. Its HOMO energy is -7.8 eV.

Entry 16:
The following is a quantum chemistry calculation of a single C3H5N3O molecule, from the OMol25 dataset.

Cartesian coordinates (Å):
1 H 0.95 -1.34 0.44
2 H 2.34 0.25 -1.10
3 N 0.48 0.67 0.49
4 N 1.69 -0.50 -1.32
5 H 1.30 -0.37 -2.24
6 C -0.76 0.63 0.79
7 H -0.75 2.15 1.86
8 C -1.44 -0.50 0.13
9 O -1.40 1.49 1.59
10 H -2.47 -0.80 0.28
11 N -0.62 -1.13 -0.62
12 C 0.69 -0.55 -0.28

For the lowest unoccupied orbital energy, the calculation gives 0.393 eV. The max |F| is 0.71 eV/Å. The structure (SMILES) is N[C@@H]1N=CC(O)=N1. Its HOMO energy is -9.8 eV.

Entry 17:
The following is a quantum chemistry calculation of a single C3H5N3O molecule at a distorted geometry, from the OMol25 dataset.

Cartesian coordinates (Å):
1 N 0.64 -1.05 -1.26
2 C -0.13 0.34 1.65
3 C -0.67 1.16 -0.36
4 H 1.52 -0.54 -0.90
5 H 0.43 -0.77 -2.18
6 H -1.36 -1.01 -0.71
7 H -0.14 2.50 1.37
8 C -0.63 -0.37 -0.30
9 N -0.32 -0.73 1.03
10 H 0.10 0.46 2.63
11 O -1.11 1.89 -1.20
12 N -0.14 1.53 0.86

For the lowest unoccupied orbital energy, the calculation gives 0.518 eV. The max |F| is 4.81 eV/Å. The structure (SMILES) is N[C@H]1N=CNC1=O. Its HOMO energy is -9.8 eV.

Entry 18:
The following is a quantum chemistry calculation of a single C3H5N3O molecule at a distorted geometry, from the OMol25 dataset.

Cartesian coordinates (Å):
1 N 1.65 1.25 -0.03
2 C 0.42 1.03 0.15
3 C 1.30 -0.90 0.10
4 N 2.29 -0.02 0.00
5 H 1.45 -1.91 -0.12
6 N 0.08 -0.27 0.23
7 C -1.26 -0.78 -0.03
8 O -0.64 1.81 0.05
9 H -0.45 2.86 -0.06
10 H -1.84 -0.27 -0.89
11 H -1.80 -0.86 1.03
12 H -1.19 -1.93 -0.43

For the lowest unoccupied orbital energy, the calculation gives 0.481 eV. The max |F| is 4.89 eV/Å. The structure (SMILES) is Cn1cnnc1O. Its HOMO energy is -9.2 eV.

Entry 19:
The following is a quantum chemistry calculation of a gas-phase ion, C3H5N3O (charge +2) at a distorted geometry, from the OMol25 dataset.

Cartesian coordinates (Å):
1 H 2.15 -1.92 -1.00
2 H 1.46 -0.85 1.13
3 H -0.76 1.90 1.42
4 C -0.17 0.19 0.20
5 H -2.01 1.08 0.72
6 H -0.85 0.45 2.13
7 N 0.92 -0.54 0.36
8 O -1.22 0.68 -1.96
9 N -0.41 0.07 -1.38
10 N 0.60 -0.72 -1.87
11 C 1.26 -1.18 -0.87
12 C -0.97 0.85 1.11

As for the net charge: +2. As for the multiplicity: 3. For the lowest unoccupied orbital energy (alpha / beta), the calculation gives -11.176 / -15.952 eV. The max |F| is 5.56 eV/Å. Its HOMO energy (alpha / beta) is -21.1 / -22.7 eV.

Entry 20:
The following is a quantum chemistry calculation of a single C3H5N3OS molecule at a distorted geometry, from the OMol25 dataset.

Cartesian coordinates (Å):
1 S 1.33 -1.66 0.78
2 N 0.82 1.15 1.18
3 C -0.44 -1.50 -1.20
4 N -0.31 -1.66 0.20
5 C -0.93 1.69 -0.24
6 H 0.39 -1.99 -1.72
7 N -0.64 0.99 0.81
8 C 1.58 0.17 1.03
9 H -0.04 2.27 -0.68
10 H 2.62 0.55 1.52
11 H -1.08 -1.28 0.88
12 O -1.28 -0.82 -1.79
13 H -2.02 2.09 -0.76

For the lowest unoccupied orbital energy, the calculation gives 0.606 eV. The max |F| is 4.23 eV/Å. The structure (SMILES) is C=N/N=C\SNC=O. Its HOMO energy is -9.5 eV.